# 1
Molecular formula: C29H33N5O3
Method: DFT, wB97M-V/def2-TZVPD

The geometry in XYZ format:
```
70
Properties=species:S:1:pos:R:3:nbo_charge:R:1
C -3.002 -3.963 -1.992 -0.616
C -2.928 -2.437 -1.962 -0.204
N -2.245 -1.961 -0.790 -0.369
C -2.823 -1.716 0.434 0.152
C -4.160 -1.758 0.810 -0.258
C -4.476 -1.437 2.115 -0.193
C -3.493 -1.084 3.037 -0.253
C -2.160 -1.052 2.676 -0.197
C -1.817 -1.373 1.369 -0.046
C -0.568 -1.467 0.670 -0.010
C 0.752 -1.310 1.059 -0.223
C 1.757 -1.528 0.126 0.121
N 3.080 -1.382 0.569 -0.594
C 4.237 -1.432 -0.138 0.670
O 4.316 -1.717 -1.316 -0.625
C 5.462 -1.083 0.706 -0.302
N 6.036 0.222 0.368 -0.426
C 6.618 0.866 1.527 -0.409
C 5.194 1.083 -0.436 -0.322
C 3.786 1.326 0.124 0.672
O 3.561 1.400 1.319 -0.656
N 2.845 1.430 -0.847 -0.594
C 1.474 1.701 -0.736 0.102
C 0.736 1.817 -1.910 -0.204
C -0.599 2.153 -1.879 -0.244
C -1.268 2.372 -0.667 0.155
N -2.569 2.852 -0.667 -0.429
C -3.237 3.228 0.561 -0.243
C -4.023 2.044 1.136 -0.090
O -4.970 1.583 0.194 -0.530
C -4.345 1.213 -1.014 -0.078
C -3.549 2.378 -1.622 -0.238
C -0.527 2.192 0.505 -0.222
C 0.817 1.878 0.475 -0.226
C 1.440 -1.879 -1.190 -0.226
C 0.128 -2.034 -1.591 -0.243
C -0.880 -1.840 -0.658 0.146
H -3.518 -4.297 -2.888 0.212
H -2.000 -4.387 -1.985 0.215
H -3.537 -4.330 -1.120 0.213
H -3.937 -2.013 -1.972 0.205
H -2.397 -2.069 -2.844 0.205
H -4.937 -2.027 0.110 0.216
H -5.510 -1.457 2.427 0.216
H -3.781 -0.836 4.048 0.214
H -1.397 -0.783 3.390 0.212
H 0.995 -1.030 2.073 0.210
H 3.145 -1.053 1.524 0.414
H 6.231 -1.841 0.510 0.221
H 5.195 -1.126 1.771 0.181
H 7.153 1.757 1.202 0.198
H 7.335 0.181 1.979 0.195
H 5.874 1.154 2.280 0.192
H 5.695 2.052 -0.520 0.227
H 5.131 0.645 -1.436 0.221
H 3.159 1.302 -1.799 0.403
H 1.222 1.665 -2.864 0.204
H -1.114 2.278 -2.818 0.208
H -2.524 3.618 1.284 0.213
H -3.945 4.028 0.311 0.200
H -4.594 2.336 2.018 0.194
H -3.333 1.230 1.400 0.178
H -5.146 0.896 -1.684 0.188
H -3.656 0.375 -0.835 0.169
H -3.076 2.047 -2.543 0.208
H -4.231 3.205 -1.850 0.197
H -0.993 2.296 1.472 0.205
H 1.364 1.777 1.397 0.248
H 2.239 -2.040 -1.893 0.256
H -0.091 -2.316 -2.610 0.215
```

Computed properties:
Energy relative to the best compared isomer or geometry (same formula, charge and spin), kJ/mol: 195.0
Gap between HOMO and LUMO, eV: 7.8
E_LUMO, Ha: 0.024
HOMO, eV: -7.1606

---

# 2
Molecular formula: C29H34AsMnN8O14S
Method: DFT, wB97M-V/def2-TZVPD

The geometry in XYZ format:
```
88
Properties=species:S:1:pos:R:3:mulliken_charge:R:1
Mn 0.484 -0.137 0.319 0.913
O 3.132 1.399 -2.445 -0.550
As 1.470 1.806 -2.192 0.977
O 1.243 3.152 -1.309 -0.678
O 1.037 0.382 -1.225 -0.004
C 0.612 1.604 -3.868 0.921
C 1.135 2.368 -4.909 -1.062
C 0.545 2.325 -6.165 -0.877
C -0.564 1.524 -6.387 -0.624
C -1.099 0.757 -5.356 -0.634
C -0.500 0.813 -4.119 -0.198
S -2.069 0.680 -2.112 1.245
O -1.021 -0.004 -3.079 0.132
O -3.386 0.479 -2.559 -0.598
O -1.572 1.953 -1.715 -0.633
H 3.716 2.165 -2.332 0.376
H 2.001 3.000 -4.754 0.474
H 0.955 2.920 -6.968 0.451
H -1.021 1.494 -7.367 0.468
H -1.968 0.132 -5.507 0.556
O -2.668 -2.198 -1.572 -0.589
C -2.397 -1.522 -0.642 -0.025
O -1.784 -0.240 -0.817 -0.343
C -2.617 -1.789 0.791 1.481
C -3.699 -2.601 1.121 -0.718
C -3.979 -2.824 2.455 -0.854
C -3.233 -2.260 3.471 -0.572
C -2.162 -1.450 3.138 -0.524
C -1.812 -1.226 1.799 0.174
O -0.692 -0.579 1.504 -0.189
N -1.390 -0.850 4.248 0.944
O -1.446 -1.400 5.313 -0.541
O -0.674 0.109 3.984 -0.554
N -5.122 -3.701 2.809 1.032
O -5.713 -4.206 1.883 -0.581
O -5.366 -3.816 3.985 -0.569
H -4.319 -3.045 0.354 0.721
H -3.480 -2.450 4.508 0.691
N -1.064 -4.008 -3.106 -0.225
C -0.175 -4.689 -2.383 0.538
N 0.099 -5.949 -2.690 -0.341
N 0.489 -4.175 -1.344 -0.781
C 0.492 -3.009 -0.861 1.073
N 0.623 -2.016 -0.252 -0.500
H -1.586 -4.451 -3.845 0.246
H -1.385 -3.107 -2.793 0.092
H -0.356 -6.433 -3.445 0.208
H 0.780 -6.446 -2.140 0.249
N -0.380 4.327 2.282 -0.045
C 1.008 3.985 1.809 -1.399
C 1.180 2.476 1.765 -0.518
N 0.165 1.856 0.886 2.296
C -1.177 2.156 1.434 -0.575
C -1.429 3.652 1.440 -1.210
H -0.513 5.341 2.260 0.370
H -0.492 4.046 3.260 0.394
H 1.715 4.454 2.491 0.526
H 1.114 4.416 0.812 0.437
H 1.095 2.027 2.758 0.279
H 2.174 2.258 1.381 0.433
H 0.256 2.355 -0.014 -0.143
H -1.241 1.729 2.437 0.515
H -1.940 1.687 0.820 0.034
H -2.403 3.901 1.857 0.472
H -1.345 4.076 0.438 0.414
C 7.208 -2.793 4.279 -1.508
C 6.109 -2.269 3.423 0.528
C 5.070 -1.513 3.988 -1.189
C 4.031 -1.031 3.234 0.595
C 2.958 -0.232 3.905 -0.891
C 4.022 -1.325 1.824 0.708
C 3.009 -0.933 0.966 -0.710
O 2.020 -0.152 1.288 0.103
C 5.085 -2.107 1.237 1.253
C 5.125 -2.447 -0.226 -1.768
C 6.096 -2.551 2.050 -1.016
H 7.279 -2.258 5.223 0.401
H 8.165 -2.750 3.761 0.413
H 7.011 -3.846 4.503 0.345
H 5.093 -1.309 5.050 0.433
H 3.110 -0.236 4.981 0.510
H 1.961 -0.618 3.694 0.097
H 2.988 0.804 3.562 0.165
H 3.036 -1.265 -0.069 0.437
H 4.297 -3.102 -0.505 0.338
H 6.048 -2.972 -0.456 0.423
H 5.088 -1.558 -0.857 0.390
H 6.907 -3.129 1.627 0.457
```

Computed properties:
Expectation value of S²: 0.78
Multiplicity: 2
Gap between HOMO and LUMO (spin up / spin down), eV: 5.6 / 6.5
E_LUMO (spin up / spin down), Ha: -0.400 / -0.366
Charge: +3
HOMO (spin up / spin down), eV: -16.5114 / -16.5108

---

# 3
Molecular formula: C29H34Cl5CsN2O4SeSi2Te
Method: DFT, wB97M-V/def2-TZVPD

The geometry in XYZ format:
```
79
Properties=species:S:1:pos:R:3:mulliken_charge:R:1
Cs 0.139 2.098 -0.573 1.180
Cl 2.989 0.388 5.946 -0.283
C 1.758 0.591 4.730 0.136
C 0.565 1.204 5.033 0.273
Cl 0.264 1.791 6.644 -0.270
C -0.398 1.381 4.022 0.161
Cl -1.922 2.138 4.404 -0.262
C -0.219 0.968 2.689 -0.238
O -1.115 1.104 1.786 -1.112
C 1.068 0.324 2.363 -0.850
O 1.300 -0.079 1.158 -0.049
C 1.984 0.158 3.408 0.838
Cl 3.468 -0.697 3.034 -0.280
C -1.299 -1.958 -4.344 -0.805
Si -0.844 -3.500 -3.386 0.087
C 1.001 -3.817 -3.502 -0.587
C -1.742 -4.970 -4.158 -1.080
C -1.365 -3.328 -1.606 -0.710
Te -0.170 -1.906 -0.487 0.125
C -1.498 -1.987 1.188 -0.388
Si -1.068 -3.266 2.471 0.195
C 0.590 -2.939 3.259 -0.590
C -2.398 -3.253 3.805 -1.107
C -1.046 -4.987 1.697 -1.141
H -0.971 -2.020 -5.385 0.291
H -0.832 -1.078 -3.896 0.177
H -2.381 -1.803 -4.338 0.293
H 1.298 -4.043 -4.529 0.315
H 1.291 -4.658 -2.866 0.280
H 1.562 -2.938 -3.177 -0.043
H -1.475 -5.089 -5.212 0.275
H -2.825 -4.839 -4.099 0.291
H -1.488 -5.897 -3.639 0.287
H -1.304 -4.296 -1.102 0.192
H -2.405 -2.990 -1.561 0.388
H -2.488 -2.164 0.760 0.641
H -1.491 -0.968 1.586 -0.121
H 0.557 -2.035 3.872 0.072
H 1.361 -2.780 2.501 0.150
H 0.895 -3.774 3.895 0.476
H -2.451 -2.265 4.268 0.318
H -2.182 -3.984 4.589 0.303
H -3.383 -3.483 3.389 0.289
H -0.266 -5.051 0.934 0.273
H -2.004 -5.229 1.229 0.299
H -0.839 -5.745 2.457 0.342
C 3.602 -0.874 -0.674 -0.748
N 3.557 0.499 -1.154 0.581
C 2.977 0.928 -2.295 -0.685
Se 2.165 -0.045 -3.618 -0.268
N 3.071 2.287 -2.296 0.200
C 3.704 2.735 -1.147 0.179
C 3.993 4.003 -0.671 -0.946
C 4.621 4.076 0.564 -0.474
C 4.933 2.926 1.295 -0.755
C 4.631 1.659 0.819 -0.472
C 4.011 1.588 -0.417 0.942
H 3.257 -1.521 -1.476 0.217
H 2.952 -0.954 0.202 0.151
H 4.632 -1.122 -0.412 0.284
H 2.661 2.844 -3.027 0.283
H 3.708 4.891 -1.219 0.404
H 4.846 5.047 0.985 0.373
H 5.388 3.024 2.271 0.399
H 4.807 0.774 1.415 0.322
Cl -7.126 4.313 -0.359 -0.281
C -5.458 4.604 -0.819 0.675
C -5.192 5.450 -1.883 -0.638
C -3.872 5.674 -2.245 -0.174
C -2.825 5.077 -1.553 -0.144
C -3.127 4.234 -0.488 -0.069
C -4.441 3.985 -0.114 -0.992
C -1.370 5.353 -1.981 0.251
O -1.221 5.997 -3.032 -0.783
O -0.489 4.889 -1.215 -0.726
H -6.010 5.917 -2.416 0.386
H -3.618 6.317 -3.077 0.443
H -2.322 3.767 0.064 0.546
H -4.665 3.324 0.712 0.486
```

Computed properties:
Energy relative to the best compared isomer or geometry (same formula, charge and spin), kJ/mol: 38.9
Gap between HOMO and LUMO, eV: 5.0
E_LUMO, Ha: 0.131
Charge: -2
HOMO, eV: -1.4625

---

Molecular weight per entry: 499.61, 880.56, 1047.50 g mol⁻¹
Energy per entry: -44203.02399, -174174.27193, -193357.37175 eV